(1)
The following is a DFT calculation (wB97M-V/def2-TZVPD) of a 3-piece molecular cluster, C3H12NO3 overall at a distorted geometry.

Summary:
Charge: -1
Electronic energy: -10938.82611 eV
Molar mass: 110.1 g/mol
Kohn-Sham gap: 0.28413 Eh

Each atom is followed by the atoms it is bonded to, with distances in Å.
Cartesian coordinates (Å):
1 C 1.7869 -1.0098 -1.2178  C2 1.548, N5 1.465, H6 1.087, H7 1.091
2 C 0.2449 -0.9692 -1.3470  C1 1.548, C3 1.536, H8 1.091, H9 1.097
3 C -0.4940 -0.5900 -0.0545  C2 1.536, O4 1.384, H10 1.115, H11 1.119
4 O -0.5059 0.7716 0.1928  C3 1.384
5 N 2.3264 0.0447 -0.3553  C1 1.465, H12 1.011, H13 1.012
6 H 2.1934 -0.8375 -2.2112  C1 1.087
7 H 2.0929 -1.9598 -0.7783  C1 1.091
8 H -0.0037 -0.1542 -2.0285  C2 1.091
9 H -0.1417 -1.9326 -1.7016  C2 1.097
10 H -0.0935 -1.1555 0.8192  C3 1.115
11 H -1.5300 -0.9971 -0.1648  C3 1.119
12 H 2.1639 -0.1252 0.6280  N5 1.011
13 H 1.8778 0.9156 -0.6097  N5 1.012
14 H -2.5084 1.3085 -0.0665  O16 0.973
15 H -2.4217 2.1066 1.1675  O16 0.968
16 O -2.8814 2.1220 0.3159  H14 0.973, H15 0.968
17 H -0.9483 0.7913 1.7104  O19 1.023
18 H -0.1138 0.8394 2.9735  O19 0.962
19 O -1.0438 0.8311 2.7279  H17 1.023, H18 0.962



(2)
The following is a DFT calculation (wB97M-V/def2-TZVPD) of a 3-piece molecular cluster, C3H12NO3S overall at a distorted geometry.

Summary:
Expectation value of S²: 0.757
2S+1: 2
Electronic energy: -21770.16605 eV
Molar mass: 142.2 g/mol
Kohn-Sham gap (spin up / spin down): 0.37150 / 0.27418 Eh

Each atom is followed by the atoms it is bonded to, with distances in Å.
Cartesian coordinates (Å):
1 C 0.8454 -0.9873 -0.6839  C2 1.553, N4 1.438, H7 1.094, H8 1.102
2 C 1.9628 -0.5913 0.3195  C1 1.553, S3 1.794, H9 1.089, H10 1.078
3 S 1.6873 0.9777 1.1454  C2 1.794, H11 1.316
4 N -0.3978 -1.0627 0.0354  C1 1.438, C5 1.487, H12 1.011
5 C -1.7175 -0.8904 -0.6270  N4 1.487, O6 1.327, H13 1.094, H14 1.097
6 O -1.7333 -1.7568 -1.6321  C5 1.327
7 H 1.2032 -1.9557 -1.0471  C1 1.094
8 H 0.7402 -0.2193 -1.4671  C1 1.102
9 H 1.9401 -1.3304 1.1192  C2 1.089
10 H 2.9149 -0.5037 -0.1774  C2 1.078
11 H 0.6281 0.8745 1.9202  S3 1.316
12 H -0.5828 -1.6813 0.8135  N4 1.011
13 H -1.7980 0.1716 -0.8778  C5 1.094
14 H -2.4470 -1.0136 0.1825  C5 1.097
15 H 1.0780 2.6022 -2.0068  O17 0.962
16 H 1.6647 2.8613 -0.5822  O17 0.954
17 O 1.7220 3.1082 -1.5022  H15 0.962, H16 0.954
18 H -2.8440 -0.1164 1.2753  O20 0.976
19 H -2.0780 1.0485 1.7352  O20 0.974
20 O -2.7882 0.4651 2.0576  H18 0.976, H19 0.974